(1)
DFT (the ωB97M-V functional and the def2-TZVPD basis) results for a structure of composition C16H29AsOReS5 at a distorted geometry.

```
53
Properties=species:S:1:pos:R:3
Re 0.0121 -0.6250 0.0161
C 2.0362 -0.8454 -1.0657
C 1.0364 -0.6401 -2.0564
C 0.0940 -1.7068 -1.9785
C 0.5113 -2.5847 -0.9241
C 1.7170 -2.0545 -0.3586
C 2.6030 -2.7358 0.6388
C -0.1437 -3.8843 -0.5693
C -1.0853 -1.8975 -2.8789
C 0.9762 0.4855 -3.0424
C 3.2698 -0.0175 -0.8673
H 3.3813 -3.3133 0.1328
H 2.0372 -3.4242 1.2665
H 3.1017 -2.0188 1.2922
H 0.2329 -4.6944 -1.1999
H -1.2231 -3.8274 -0.7057
H 0.0459 -4.1546 0.4692
H -0.8162 -2.5059 -3.7459
H -1.4590 -0.9392 -3.2394
H -1.9060 -2.3874 -2.3566
H 1.1868 0.1168 -4.0490
H 1.7053 1.2577 -2.8060
H -0.0102 0.9491 -3.0554
H 4.0739 -0.3538 -1.5293
H 3.6400 -0.0956 0.1541
H 3.0814 1.0348 -1.0731
S -3.0545 3.2741 2.6178
As -1.4686 2.6675 1.5087
S -1.5640 1.1136 -0.3395
S -2.3622 -0.6571 0.2621
S 0.1973 3.7681 1.0361
C 1.3184 2.2635 4.6525
C 2.0972 1.1094 4.0286
C 1.7650 0.8347 2.5643
S 0.1745 0.0679 2.1875
O -0.9154 0.9750 2.7105
C 0.2072 -1.3513 3.3195
C -0.4887 -1.1080 4.6586
C -1.9971 -1.3113 4.5711
H 1.6220 2.4028 5.6905
H 0.2425 2.0945 4.6289
H 1.5085 3.1922 4.1133
H 1.9846 0.1985 4.6222
H 3.1658 1.3417 4.0567
H 2.4891 0.1634 2.0999
H 1.7309 1.7555 1.9828
H 1.2639 -1.6038 3.4162
H -0.2833 -2.1539 2.7675
H -0.2705 -0.1026 5.0194
H -0.0557 -1.8030 5.3830
H -2.4404 -0.6251 3.8503
H -2.4666 -1.1351 5.5388
H -2.2319 -2.3325 4.2637
```

Results
⟨S²⟩: 0.756
Multiplicity: 2
Frontier orbital gap (spin up / spin down) (eV): 6.86 / 6.65
Electronic energy (eV): -136255.6615

Per-atom Mulliken charges, elementary charge units: number 1, Re, carries 0.868; number 2, C, carries 0.514; number 3, C, carries 0.555; number 4, C, carries 0.558; number 5, C, carries 0.646; number 6, C, carries 0.359; number 7, C, carries -1.386; number 8, C, carries -1.589; number 9, C, carries -1.393; number 10, C, carries -1.468; number 11, C, carries -1.785; number 12, H, carries 0.318; number 13, H, carries 0.362; number 14, H, carries 0.272; number 15, H, carries 0.313; number 16, H, carries 0.373; number 17, H, carries 0.334; number 18, H, carries 0.323; number 19, H, carries 0.335; number 20, H, carries 0.342; number 21, H, carries 0.327; number 22, H, carries 0.362; number 23, H, carries 0.321; number 24, H, carries 0.301; number 25, H, carries 0.327; number 26, H, carries 0.436; number 27, S, carries -0.363; number 28, As, carries 0.582; number 29, S, carries -0.221; number 30, S, carries -0.402; number 31, S, carries -0.373; number 32, C, carries -1.202; number 33, C, carries -0.594; number 34, C, carries -0.254; number 35, S, carries 0.139; number 36, O, carries -0.384; number 37, C, carries -0.872; number 38, C, carries -0.281; number 39, C, carries -1.358; number 40, H, carries 0.353; number 41, H, carries 0.261; number 42, H, carries 0.368; number 43, H, carries 0.266; number 44, H, carries 0.437; number 45, H, carries 0.070; number 46, H, carries 0.392; number 47, H, carries 0.520; number 48, H, carries 0.406; number 49, H, carries 0.107; number 50, H, carries 0.461; number 51, H, carries 0.262; number 52, H, carries 0.398; number 53, H, carries 0.358

---

(2)
DFT (the ωB97M-V functional and the def2-TZVPD basis) results for an isolated molecule of C4H6N2O at a distorted geometry.

```
13
Properties=species:S:1:pos:R:3
C 1.5084 0.3412 0.0020
C 0.1896 -0.1812 -0.1113
C -0.6879 -0.4219 -1.2676
C -1.9301 -0.7426 -0.6688
H 2.3869 1.3369 1.7601
H 1.9746 1.1032 -0.8823
H 2.1643 -0.5480 -0.1626
H -0.5744 -0.6239 -2.2598
H -2.9821 -0.6720 -1.2689
H -0.8040 0.5094 1.8199
N -2.0114 -0.5129 0.6589
N -0.7698 -0.3339 1.0231
O 1.5358 0.7458 1.3571
```

Results
Multiplicity: 1
Frontier orbital gap (eV): 8.97
SMILES string: OCc1ccn[nH]1
Electronic energy (eV): -9268.9909

Per-atom Mulliken charges, elementary charge units: number 1, C, carries -0.080; number 2, C, carries 0.082; number 3, C, carries -0.490; number 4, C, carries -0.143; number 5, H, carries 0.327; number 6, H, carries 0.241; number 7, H, carries 0.187; number 8, H, carries 0.425; number 9, H, carries 0.266; number 10, H, carries 0.335; number 11, N, carries -0.748; number 12, N, carries 0.161; number 13, O, carries -0.562

---

(3)
DFT (the ωB97M-V functional and the def2-TZVPD basis) results for an isolated molecule of C4H4O2.

```
10
Properties=species:S:1:pos:R:3
O -2.3126 -0.6469 1.3671
C -1.2990 -0.3995 0.7777
O -1.1418 0.7559 0.0878
C 0.0762 1.0595 -0.6149
C 1.0773 -0.0034 -0.4737
C 1.6594 -1.0117 -0.1671
H -0.4228 -1.0550 0.7403
H -0.1864 1.2254 -1.6676
H 0.4506 2.0049 -0.2055
H 2.0991 -1.9292 0.1559
```

Results
Multiplicity: 1
Frontier orbital gap (eV): 11.04
SMILES string: C#CCOC=O
Electronic energy (eV): -8305.1220

Per-atom Mulliken charges, elementary charge units: number 1, O, carries -0.468; number 2, C, carries 0.319; number 3, O, carries -0.262; number 4, C, carries -0.234; number 5, C, carries -0.201; number 6, C, carries -0.191; number 7, H, carries 0.158; number 8, H, carries 0.255; number 9, H, carries 0.252; number 10, H, carries 0.372